1.
{"formula": "C6H24FN12O6", "method": "ωB97M-V/def2-TZVPD", "homo_energy_ev": -6.8, "total_charge": -1, "e_above_lowest_ev": 1.523, "gap_ev": 9.192, "e_lumo_ev": 2.42, "symbols": ["F", "O", "O", "O", "O", "O", "O", "N", "N", "N", "N", "N", "N", "N", "N", "N", "N", "N", "N", "C", "C", "C", "C", "C", "C", "H", "H", "H", "H", "H", "H", "H", "H", "H", "H", "H", "H", "H", "H", "H", "H", "H", "H", "H", "H", "H", "H", "H", "H"], "xyz": [[-0.2750, -0.1861, -0.0537], [4.5674, -0.9176, 0.6843], [-4.3470, 1.6136, -1.2517], [-1.0250, 1.6654, 3.9436], [-0.7905, -4.7974, -1.6386], [1.3508, 0.3657, -3.8186], [-0.8770, -2.4361, 4.2152], [-1.2668, -0.9952, 2.4351], [0.0516, -2.7152, 2.1473], [0.9640, -3.3427, -1.2658], [-0.2688, 3.7002, 3.2138], [0.3908, 1.9180, 2.0909], [-0.0185, 1.7932, -2.6954], [-1.2081, -2.7715, -0.8451], [2.3475, -0.6486, 1.2316], [-2.6773, 0.1560, -1.6914], [2.9927, -0.1648, -0.8394], [1.4113, 2.6531, -4.1917], [-2.3391, 1.7845, -0.1612], [-3.1765, 1.2401, -1.0750], [-0.7399, -2.0615, 3.0546], [3.4096, -0.6237, 0.3787], [-0.3419, -3.6846, -1.3199], [0.9601, 1.4920, -3.5892], [-0.4529, 2.3338, 3.0866], [-0.2909, 1.1250, -1.9928], [1.1239, -2.3554, -1.1215], [-2.6336, 2.3721, 0.5960], [1.9709, 2.4942, -5.0138], [3.4884, -0.4972, -1.6501], [-0.7168, 4.2427, 3.9350], [-0.8620, -1.8203, -0.7644], [-0.2624, 2.7371, -2.4615], [-0.2211, 4.1016, 2.2923], [-0.8792, -0.7734, 1.5220], [-1.5218, -0.2852, 3.1137], [2.4253, -1.2135, 2.0620], [2.0465, 0.1587, -0.9505], [0.6142, -3.4592, 2.5206], [1.7674, -3.8849, -1.5123], [0.1625, 1.1122, 1.5243], [1.3544, 2.1866, 2.1613], [-1.7142, -0.0950, -1.5387], [-1.5460, 1.1824, 0.0475], [-2.1935, -2.9204, -0.7621], [-0.0549, -2.5436, 1.1658], [-3.2649, -0.4707, -2.2066], [1.4119, -0.3616, 0.9785], [1.1544, 3.5971, -3.9895]], "forces_ev_per_a": [[0.34, 0.23, -0.20], [-1.07, -0.17, -0.56], [1.02, 0.03, -0.02], [-0.38, 0.33, -1.48], [1.14, 0.45, -0.13], [0.31, 0.18, -0.29], [-0.03, 0.54, -0.36], [-1.28, 0.97, 1.16], [0.75, -0.99, 0.85], [0.38, 1.64, 0.25], [-0.35, 0.33, -0.52], [-0.64, -0.88, -1.29], [-0.48, -0.39, 0.81], [0.72, 2.17, 0.16], [0.26, -0.25, 1.39], [0.90, -0.62, -0.65], [0.79, 0.14, -0.94], [1.16, -1.01, -1.26], [1.65, 0.07, 0.16], [-3.03, 0.20, 0.64], [0.83, -1.08, -0.44], [-0.13, 0.22, 0.52], [-1.84, -3.28, -0.16], [-0.78, 1.27, 0.72], [1.20, 0.25, 2.85], [0.26, -0.19, -0.08], [0.40, -0.09, 0.06], [-0.61, 0.06, -0.33], [0.05, 0.20, 0.13], [-0.01, 0.40, -0.01], [-0.24, -0.36, -0.03], [-0.36, 0.16, 0.43], [0.08, 0.10, -0.13], [0.15, 0.58, 0.22], [-0.27, 0.50, 0.16], [-0.16, 0.33, -0.59], [0.09, 0.28, 0.04], [-0.13, -0.33, -0.16], [-0.18, -0.24, -0.44], [-0.45, -0.49, -0.29], [0.18, -0.21, 0.31], [-0.01, 0.12, -0.15], [-0.17, -0.31, 0.19], [0.11, 0.12, 0.19], [0.04, -0.46, -0.27], [0.19, -0.29, -0.11], [-0.15, 0.32, -0.12], [0.08, -0.43, -0.49], [-0.34, -0.11, 0.26]]}



2.
{"formula": "C6H24FeN12O6", "method": "ωB97M-V/def2-TZVPD", "homo_energy_ev": [-7.5, -15.1], "total_charge": 2, "spin_multiplicity": 9, "s_squared": 20.016, "e_above_lowest_ev": 1.444, "gap_ev": [2.952, 6.738], "e_lumo_ev": [-4.57, -8.37], "symbols": ["Fe", "O", "O", "O", "O", "O", "O", "N", "N", "N", "N", "N", "N", "N", "N", "N", "N", "N", "N", "C", "C", "C", "C", "C", "C", "H", "H", "H", "H", "H", "H", "H", "H", "H", "H", "H", "H", "H", "H", "H", "H", "H", "H", "H", "H", "H", "H", "H", "H"], "xyz": [[-5.4134, 10.3028, 5.4829], [-3.6350, 11.1686, 6.1330], [-5.6061, 12.1547, 4.3406], [-6.0154, 10.9585, 7.3652], [-5.0731, 8.4543, 6.1476], [-4.3401, 9.8319, 3.7768], [-7.3922, 9.8416, 5.1565], [-2.9001, 8.1107, 2.9287], [-2.0941, 12.5825, 5.2798], [-4.6095, 6.4309, 5.1884], [-5.1840, 12.2125, 2.0630], [-1.6635, 11.5697, 7.2069], [-3.0748, 7.4926, 6.4294], [-4.5152, 13.8224, 3.4301], [-7.0093, 11.4521, 9.3202], [-2.1623, 10.2615, 2.9064], [-9.4783, 10.4458, 4.6254], [-9.1686, 8.3745, 5.3539], [-6.6963, 9.3040, 8.7171], [-8.6152, 9.5767, 5.1502], [-3.2289, 9.4083, 3.2114], [-5.1678, 12.6654, 3.3115], [-6.5652, 10.6063, 8.4416], [-2.5284, 11.7314, 6.2231], [-4.2965, 7.5164, 5.9251], [-2.4644, 6.7078, 6.2677], [-7.3825, 11.1610, 10.2089], [-9.1811, 11.3227, 4.2280], [-4.4766, 14.2360, 4.3488], [-2.7083, 12.9261, 4.5589], [-6.3111, 8.6038, 8.1053], [-2.7839, 8.2818, 6.9854], [-6.6470, 12.3924, 9.2613], [-1.9893, 10.9649, 7.9449], [-2.2813, 11.1898, 3.3046], [-4.0089, 5.6230, 5.1991], [-5.4942, 6.3996, 4.7071], [-10.4324, 10.1975, 4.4229], [-4.0429, 14.3109, 2.6878], [-8.5566, 7.5746, 5.4412], [-4.7719, 12.7054, 1.2914], [-3.5559, 7.4062, 3.2498], [-9.9429, 8.0613, 4.7880], [-1.9466, 8.0528, 2.5636], [-1.2491, 13.0884, 5.4877], [-7.5062, 9.0807, 9.2757], [-5.4378, 11.2364, 1.9935], [-1.2810, 9.9512, 2.4854], [-0.7477, 11.9759, 7.1340]], "forces_ev_per_a": [[1.13, 0.61, -1.26], [-0.20, -0.52, 0.67], [-1.24, -1.59, 1.19], [0.42, 0.60, -0.38], [-1.46, 1.29, 0.13], [-2.09, 0.45, 1.29], [0.64, -0.15, 1.01], [0.02, -0.41, -0.18], [0.20, 0.40, -0.57], [-0.66, 0.52, -0.23], [-0.99, -1.76, 0.19], [-0.58, -0.90, 0.90], [0.30, 0.41, 0.48], [0.97, 1.65, 1.00], [-0.39, 2.02, 1.18], [-0.22, 0.92, 0.36], [-0.52, 1.16, -0.07], [0.60, -2.07, 0.70], [-0.83, -0.58, 0.58], [-0.15, 0.40, -2.85], [-0.47, 0.92, 0.01], [1.27, 1.06, -0.83], [1.03, -1.81, -2.14], [-0.48, 0.65, -1.22], [1.27, -1.96, -0.12], [0.28, 0.20, 0.06], [0.16, -0.06, -0.01], [0.31, -0.07, 0.26], [-0.23, 0.14, -0.13], [-0.07, 0.01, 0.12], [-0.18, 0.16, -0.24], [0.25, -0.12, -0.03], [-0.40, 0.07, -0.08], [0.71, 0.10, 0.24], [0.62, 0.21, -0.10], [-0.12, -0.08, -0.15], [0.00, -0.15, 0.08], [-0.01, -0.07, 0.27], [-0.24, -0.06, -0.13], [0.37, 0.38, 0.43], [-0.02, -0.07, 0.00], [0.44, -0.72, -0.13], [-0.39, 0.67, 0.13], [0.25, -1.27, -0.17], [-0.06, 0.25, -0.40], [0.33, -0.55, 0.18], [0.07, 0.05, -0.47], [0.21, -0.08, -0.07], [0.12, -0.26, 0.52]]}